Record 1
72
Properties=species:S:1:pos:R:3:forces:R:3 method="wB97M-V/def2-TZVPD" e_tot_ev=-67975.1374 charge=+2 lumo_ev="-7.16 / -7.78" fmax_ev_per_a=1.0 multiplicity=4 homo_energy_ev="-13.93 / -14.15"
Re 0.085 0.146 -0.443 -0.2 0.0 0.3
C 0.517 -4.422 -3.136 0.0 0.0 0.0
S 1.663 -3.126 -3.638 0.0 0.0 0.0
C 1.191 -1.775 -2.681 0.1 0.0 0.0
S -0.127 -1.910 -1.512 0.0 -0.1 0.1
N 1.856 -0.681 -2.878 -0.1 0.0 0.0
N 1.408 0.350 -2.107 0.2 0.0 -0.3
C 1.881 1.522 -2.375 0.0 0.0 0.0
C 1.314 2.608 -1.604 0.0 0.0 0.0
C 1.621 3.940 -1.794 0.0 0.0 0.0
C 0.963 4.897 -1.035 0.0 0.0 0.0
C 0.014 4.495 -0.105 0.0 0.1 0.0
C -0.247 3.150 0.048 0.0 -0.1 0.0
N 0.391 2.217 -0.683 0.1 0.1 0.1
H 0.820 -5.289 -3.721 0.0 0.0 0.0
H 0.619 -4.658 -2.079 0.0 0.0 0.0
H -0.509 -4.169 -3.390 0.0 0.0 0.0
H 2.615 1.662 -3.159 0.0 0.0 0.0
H 2.357 4.218 -2.537 0.0 0.0 0.0
H 1.185 5.947 -1.173 0.0 0.0 0.0
H -0.522 5.213 0.499 0.0 0.0 0.0
H -0.971 2.789 0.765 0.0 0.0 0.0
N -0.812 -0.269 1.054 0.0 0.1 -0.6
P -1.115 -1.052 2.460 -0.8 -0.3 0.6
N 0.187 -1.611 3.245 0.2 0.0 0.0
C 1.145 -0.654 3.857 0.0 -0.1 0.0
C 2.577 -0.943 3.397 0.0 0.0 0.0
C 2.577 -1.424 1.952 0.1 -0.1 0.1
C 1.878 -2.786 1.856 0.0 0.0 0.0
C 0.794 -2.921 2.930 0.0 0.0 0.0
N -2.021 -2.355 2.065 0.2 0.2 -0.1
C -2.478 -3.260 3.146 -0.1 0.1 -0.1
C -3.938 -2.999 3.500 0.1 0.0 0.0
C -4.827 -3.103 2.265 0.0 0.0 0.0
C -4.324 -2.177 1.162 0.1 0.0 -0.1
C -2.856 -2.447 0.853 0.0 -0.1 0.2
N -1.796 0.072 3.433 0.3 0.0 -0.1
C -1.842 -0.055 4.903 0.0 0.1 0.0
C -1.506 1.281 5.554 0.0 -0.1 0.0
C -2.415 2.391 5.034 0.0 0.0 0.0
C -2.397 2.443 3.507 -0.1 0.0 0.0
C -2.746 1.078 2.927 0.1 -0.1 0.1
H 1.069 -0.706 4.945 0.0 0.0 0.0
H 0.862 0.355 3.556 0.0 0.0 0.0
H 3.035 -1.705 4.032 0.0 0.0 0.0
H 3.172 -0.039 3.526 0.0 0.0 0.0
H 3.589 -1.481 1.555 0.0 0.0 0.0
H 2.045 -0.682 1.335 -0.1 0.1 -0.1
H 2.604 -3.589 2.000 0.0 0.0 0.0
H 1.446 -2.926 0.862 0.0 0.0 0.0
H 1.211 -3.301 3.863 0.0 0.0 0.0
H 0.022 -3.619 2.621 0.0 0.0 0.0
H -1.832 -3.138 4.015 0.0 0.0 0.0
H -2.354 -4.284 2.782 0.0 0.0 0.0
H -4.027 -2.000 3.940 0.0 0.0 0.0
H -4.244 -3.713 4.265 0.0 0.0 0.0
H -5.859 -2.865 2.519 0.0 0.0 0.0
H -4.823 -4.136 1.901 0.0 0.0 0.0
H -4.438 -1.131 1.467 0.0 0.0 0.0
H -4.904 -2.309 0.247 0.0 0.0 0.0
H -2.479 -1.759 0.103 0.0 0.0 0.0
H -2.735 -3.464 0.464 0.0 0.0 0.0
H -1.159 -0.839 5.220 0.0 0.0 0.0
H -2.855 -0.361 5.189 0.0 0.0 0.0
H -0.459 1.528 5.357 0.0 0.0 0.0
H -1.611 1.177 6.635 0.0 0.0 0.0
H -2.113 3.351 5.451 0.0 0.0 0.0
H -3.441 2.212 5.372 0.0 0.0 0.0
H -1.399 2.735 3.159 0.0 0.0 0.0
H -3.110 3.185 3.140 0.0 0.0 0.0
H -2.734 1.074 1.839 0.0 0.0 -0.1
H -3.755 0.791 3.244 0.0 0.0 0.0

Record 2
68
Properties=species:S:1:pos:R:3:forces:R:3 method="wB97M-V/def2-TZVPD" e_tot_ev=-47003.3435 de_lowest_kj_mol=1629.68 charge=+1 lumo_ev=-3.40 fmax_ev_per_a=9.0 homo_energy_ev=-11.94
C 1.687 5.068 3.982 -0.2 -1.2 -0.7
C 1.779 3.566 3.253 0.4 0.9 -0.2
C 2.591 3.785 1.846 0.1 -0.1 -0.4
C 2.422 2.581 0.750 0.0 0.0 -0.5
C 1.582 1.268 1.274 0.1 0.1 -0.6
C 1.711 0.096 0.085 2.1 -1.0 3.1
N 0.464 -0.050 -0.739 1.5 0.2 -0.5
O 0.245 1.234 -1.170 3.2 3.0 -1.5
C 0.453 -0.796 -2.051 -0.9 -0.5 -4.4
C 1.861 -0.828 -2.885 3.7 0.2 -2.4
C 3.254 -1.573 -2.450 0.2 1.4 -2.3
C 4.663 -1.523 -3.306 -4.3 2.7 -1.6
C 4.656 -0.633 -4.710 -3.1 -0.3 2.2
C 3.277 0.139 -5.226 -0.3 -2.1 4.0
C 1.909 0.037 -4.316 2.9 -1.7 1.5
O -0.400 -1.996 -1.963 0.3 2.0 1.6
C -1.112 -1.939 -0.641 2.2 -2.4 2.2
C -2.542 -2.707 -0.552 -1.3 -0.1 -1.6
C -3.884 -1.818 -0.815 -1.2 -0.4 1.0
C -4.435 -1.280 0.669 0.8 0.1 0.4
O -5.858 -0.889 0.651 1.3 2.6 -1.8
C -6.084 0.348 -0.111 -4.6 -0.8 -5.2
C -5.370 1.801 0.138 0.4 0.3 -0.1
O -6.982 0.268 -1.129 5.9 0.5 6.9
C -0.133 -2.994 0.216 -0.3 0.2 0.0
C -0.355 -2.934 1.833 0.7 -1.5 0.3
C 1.104 -2.960 2.646 -1.2 -0.8 -0.2
O -1.011 -4.230 2.211 -1.1 2.2 0.0
C -0.858 -0.449 -0.050 -1.0 0.6 -0.7
S -1.922 1.015 -0.577 -3.2 -1.1 1.0
H 0.549 5.377 3.936 2.5 -0.4 0.4
H 2.104 4.938 5.071 -1.0 0.8 -2.2
H 2.314 5.815 3.314 -1.2 -1.4 1.8
H 2.407 2.813 3.913 -1.6 1.5 -1.3
H 0.662 3.189 3.087 2.6 0.6 0.3
H 2.220 4.781 1.321 0.8 -2.1 1.2
H 3.759 3.892 2.042 -2.6 0.0 -0.2
H 3.495 2.223 0.384 -2.2 0.6 0.8
H 1.896 3.041 -0.211 1.0 -1.1 2.0
H 2.053 0.857 2.265 -0.9 0.7 -2.0
H 0.456 1.539 1.494 2.3 -0.5 -0.5
H 1.926 -0.940 0.598 -0.5 2.0 -1.1
H 2.672 0.383 -0.517 -2.3 -0.7 0.5
H 1.086 1.551 -1.649 -1.0 -0.8 0.8
H -0.226 -0.083 -2.726 1.7 -1.4 1.5
H 3.277 -2.177 -1.439 -0.1 1.3 -2.3
H 5.628 -2.058 -2.906 -2.2 1.2 -0.9
H 5.659 -0.539 -5.336 -2.5 -0.2 1.4
H 3.231 0.799 -6.198 0.3 -1.6 2.2
H 0.916 0.599 -4.628 2.3 -1.3 0.5
H -2.526 -3.546 -1.402 0.3 1.9 1.8
H -2.731 -3.313 0.455 1.0 1.6 -2.1
H -3.766 -0.958 -1.598 -0.1 -1.6 1.7
H -4.768 -2.507 -1.220 2.0 1.4 0.9
H -3.836 -0.363 1.079 -0.8 -1.7 -0.9
H -4.325 -2.132 1.497 -0.5 1.7 -2.0
H -5.087 2.229 -0.937 -0.7 -1.1 2.3
H -6.088 2.611 0.621 1.1 -2.1 -1.0
H -4.406 1.779 0.802 -1.9 -0.2 -1.3
H 0.984 -2.805 -0.072 -2.0 -0.2 0.6
H -0.405 -4.075 -0.207 0.6 2.4 1.2
H -1.079 -2.099 2.216 1.6 -1.2 -0.9
H 0.844 -3.197 3.766 0.6 0.7 -2.2
H 1.703 -1.961 2.533 -1.1 -2.0 0.2
H 1.699 -3.910 2.242 -1.2 2.3 0.7
H -1.978 -4.009 2.379 1.9 -0.6 -0.2
H -0.743 -0.258 1.098 -0.3 -0.9 -2.2
H -2.288 0.904 -1.926 0.8 -0.5 1.3

Record 3
62
Properties=species:S:1:pos:R:3:forces:R:3 method="wB97M-V/def2-TZVPD" e_tot_ev=-26494.6610 de_lowest_kj_mol=1884.37 lumo_ev=0.62 fmax_ev_per_a=15.7 homo_energy_ev=-7.60
C 3.774 -0.248 -6.959 -5.0 2.5 -0.6
C 2.747 -0.596 -5.736 3.9 1.8 -3.9
O 1.890 -1.395 -5.759 -2.1 -2.1 -0.6
C 3.108 0.096 -4.543 -0.7 3.1 0.1
H 2.071 0.141 -4.086 1.7 0.6 0.6
C 4.081 -0.719 -3.813 1.5 -2.6 1.5
C 4.230 -0.021 -2.502 -0.4 -3.7 7.8
C 3.859 -0.834 -1.185 1.8 5.1 -5.5
C 4.096 -0.068 0.079 1.4 3.6 -3.3
H 4.690 -0.509 0.744 2.9 -2.5 2.4
H 4.661 1.016 -0.002 -1.8 -2.5 -0.3
H 3.240 0.012 0.623 -2.9 0.8 1.4
C 3.021 -2.140 -1.117 7.9 2.7 5.4
H 3.491 -2.673 -1.801 0.6 -3.1 -3.9
H 3.559 -2.651 -0.134 -1.8 1.0 -1.9
C 1.708 -1.826 -0.973 -9.7 -0.1 2.8
C 0.875 -1.397 -2.227 5.5 -3.3 5.2
C 0.171 -0.370 -2.356 0.9 1.7 9.2
C -0.447 -0.194 -3.463 -0.3 4.2 -13.6
H -1.459 -0.170 -3.555 -3.1 0.2 0.2
H -0.058 -0.874 -4.435 -1.0 1.6 2.8
H -0.101 1.028 -3.931 -1.1 -3.1 1.2
C -0.162 0.475 -1.089 -2.1 0.4 -1.6
H -0.472 1.558 -1.570 1.0 -2.3 2.0
H 0.648 0.355 -0.341 -0.5 1.3 -0.7
C -1.473 -0.197 -0.301 2.2 -1.3 -3.1
C -1.997 0.687 0.662 4.1 -5.2 9.9
C -1.538 0.375 2.187 -7.5 9.4 -10.1
C -0.917 -0.730 2.461 2.2 -9.4 6.0
H -0.749 -0.659 3.605 0.7 -0.5 -1.4
H -1.536 -1.757 2.508 0.4 2.0 -0.3
H -0.061 -1.148 1.970 0.9 0.6 -0.5
C -2.100 1.386 3.169 -2.8 -0.8 -3.5
H -2.491 2.306 2.574 0.8 -1.5 1.4
H -1.340 1.561 3.767 3.9 1.9 3.0
C -3.182 0.811 4.030 -4.0 1.5 -6.2
C -3.856 1.549 4.981 8.3 9.6 -3.7
C -4.731 1.682 5.786 -5.7 -12.1 0.9
C -5.468 0.115 5.751 -0.5 2.4 0.6
H -4.641 -0.654 5.926 -1.7 0.8 0.2
H -6.398 0.251 6.477 2.0 -1.3 -1.5
H -5.756 0.143 4.672 -0.3 -0.8 0.9
C -5.222 2.400 6.743 -0.6 3.5 8.7
H -4.750 3.335 6.695 0.6 1.9 0.8
H -6.208 2.532 6.665 -4.1 0.9 -0.8
H -5.297 1.949 7.918 1.2 0.9 -3.0
H -3.445 2.741 5.006 0.3 -2.1 -0.6
H -3.238 -0.099 4.326 1.8 -6.6 2.2
H -4.089 0.487 3.241 1.7 1.2 1.0
H -2.195 1.613 0.424 -1.6 4.7 -1.1
H -2.272 -0.359 -1.010 -0.1 -0.2 -0.9
H -1.142 -1.243 0.009 -0.5 1.5 0.0
H 1.167 -2.139 -2.835 0.0 -2.0 -3.7
H 1.338 -1.167 -0.062 1.8 -1.1 -1.6
H 1.176 -2.797 -0.607 0.5 1.1 -0.7
H 4.793 0.999 -2.254 -1.3 -2.4 -1.1
H 3.649 -1.842 -3.724 1.2 2.5 0.1
H 5.153 -0.781 -4.251 -1.9 0.1 0.0
H 3.711 1.083 -4.689 -1.9 -1.2 -0.1
H 3.590 0.993 -7.247 0.8 -3.9 0.8
H 4.711 -0.498 -6.652 2.9 0.1 1.1
H 3.583 -0.925 -7.790 -0.4 0.4 -0.3

Record 4
75
Properties=species:S:1:pos:R:3:forces:R:3 method="wB97M-V/def2-TZVPD" e_tot_ev=-57603.1609 lumo_ev=0.37 smiles="O[SiH2]CCCF.O=C1CCCO1.O=C1CCCO1.O=C1CCCO1.O=C1CCCO1.O=C1CCCO1" fmax_ev_per_a=1.5 homo_energy_ev=-9.92
O -2.567 1.985 0.562 0.1 -0.5 -0.3
Si -2.892 0.531 -0.229 0.7 0.8 0.1
C -1.305 0.037 -1.140 -1.4 -0.1 -0.5
C -1.379 0.497 -2.621 0.5 0.1 1.0
C -0.566 1.726 -2.889 -0.1 -0.1 -1.0
F -1.245 2.867 -2.444 0.1 0.1 0.5
H -1.948 2.461 -0.012 -0.2 0.2 0.3
H -3.307 -0.514 0.726 -0.1 0.1 0.2
H -3.967 0.806 -1.202 -0.1 -0.3 0.0
H -0.427 0.402 -0.622 0.2 -0.1 0.1
H -1.306 -1.049 -1.149 0.3 -0.3 0.2
H -1.008 -0.287 -3.269 0.0 -0.2 -0.3
H -2.406 0.720 -2.884 -0.2 -0.1 -0.4
H -0.442 1.850 -3.963 0.0 0.2 -0.2
H 0.433 1.696 -2.463 0.0 0.1 0.4
O 1.839 -1.135 1.341 -0.2 -0.1 -0.1
C 1.945 0.042 1.525 0.3 -0.2 0.0
C 2.836 0.742 2.527 -0.5 0.7 0.0
C 2.252 2.155 2.554 0.1 -0.1 0.0
C 1.673 2.289 1.153 0.0 0.2 0.1
O 1.265 0.956 0.789 0.1 0.1 0.1
H 3.860 0.732 2.147 0.0 -0.1 0.0
H 2.790 0.256 3.490 0.1 -0.2 0.0
H 2.974 2.933 2.795 0.0 0.0 -0.1
H 1.449 2.202 3.290 0.0 0.0 0.0
H 2.412 2.634 0.426 0.0 0.0 0.0
H 0.808 2.948 1.116 -0.1 -0.1 -0.1
O -0.053 -7.275 2.415 -0.2 0.0 -0.1
C 0.095 -6.107 2.628 0.3 -0.2 0.0
C 1.029 -5.468 3.639 -0.3 0.4 0.1
C 0.496 -4.040 3.728 0.1 0.0 0.1
C -0.095 -3.841 2.341 0.1 0.2 0.0
O -0.558 -5.146 1.935 0.0 0.0 0.1
H 2.045 -5.502 3.243 0.0 -0.1 0.0
H 0.982 -5.993 4.588 0.1 -0.2 -0.1
H 1.248 -3.295 3.983 0.0 0.0 -0.1
H -0.295 -3.991 4.479 0.0 0.0 0.0
H 0.649 -3.496 1.622 0.0 0.0 0.0
H -0.933 -3.148 2.337 -0.1 -0.1 -0.1
O -6.000 -0.238 -2.777 0.2 0.1 -0.1
C -5.531 -1.333 -2.851 -0.5 0.0 0.0
C -6.186 -2.634 -2.430 0.5 -0.3 0.1
C -5.001 -3.598 -2.380 -0.1 0.0 0.0
C -4.063 -3.000 -3.420 0.0 -0.1 0.0
O -4.301 -1.581 -3.372 0.1 0.0 0.1
H -6.915 -2.917 -3.190 -0.1 0.1 0.0
H -6.673 -2.524 -1.466 -0.2 0.1 -0.1
H -5.261 -4.635 -2.583 0.0 0.0 -0.1
H -4.535 -3.555 -1.395 0.0 0.0 0.0
H -4.283 -3.353 -4.430 0.0 0.0 0.0
H -3.015 -3.191 -3.202 0.0 0.1 0.0
O -0.986 7.708 -1.626 0.1 0.1 -0.1
C -1.279 7.321 -2.718 -0.3 -0.1 0.2
C -1.940 6.007 -3.084 0.3 0.0 -0.5
C -1.685 5.919 -4.587 -0.1 -0.1 0.1
C -1.620 7.387 -4.983 0.0 -0.1 -0.1
O -1.076 8.063 -3.837 0.0 0.0 0.0
H -3.004 6.074 -2.853 0.0 0.0 0.1
H -1.489 5.184 -2.542 -0.1 0.0 0.2
H -2.441 5.359 -5.135 0.0 0.1 0.0
H -0.720 5.443 -4.768 0.0 0.0 0.0
H -2.607 7.805 -5.194 0.0 0.0 0.0
H -0.974 7.565 -5.839 0.1 0.1 0.1
O 3.736 -1.508 4.325 0.1 -0.1 0.3
C 4.913 -1.533 4.113 -0.2 0.0 -0.3
C 5.608 -2.035 2.863 0.4 -0.2 0.3
C 7.054 -2.186 3.329 -0.1 0.0 -0.1
C 7.146 -1.126 4.417 0.2 0.0 -0.1
O 5.827 -1.060 4.991 0.0 0.0 0.0
H 5.503 -1.281 2.080 -0.1 0.0 0.0
H 5.171 -2.973 2.532 -0.2 0.1 -0.1
H 7.793 -2.057 2.541 0.0 0.1 0.0
H 7.198 -3.176 3.764 0.0 0.0 0.0
H 7.397 -0.141 4.018 0.0 0.0 0.0
H 7.859 -1.380 5.197 -0.1 0.1 0.1